(1)
Formula: C2H8NO
Source: OMol25
Level of theory: the ωB97M-V functional and the def2-TZVPD basis

ORCA input file:
```
! wB97M-V def2-TZVPD RIJCOSX def2/J DEFGRID3
* xyz -1 1
O 0.198 1.210 -2.340
N 0.022 0.461 0.666
C -1.074 -0.149 -0.084
C 0.922 -0.472 1.299
H 1.717 0.115 1.786
H -2.021 -0.086 0.478
H -1.179 0.497 -0.960
H 0.550 0.930 -0.073
H 0.471 -1.104 2.069
H -0.167 0.951 -3.195
H -0.882 -1.209 -0.231
H 1.442 -1.144 0.585
*
```

Kohn-Sham gap = 6.783 eV

---

(2)
Formula: C2H8NO2
Source: OMol25
Level of theory: the ωB97M-V functional and the def2-TZVPD basis

ORCA input file:
```
! wB97M-V def2-TZVPD RIJCOSX def2/J DEFGRID3
* xyz 1 1
O -2.004 -0.842 1.103
O 1.817 1.139 0.092
N 0.252 0.281 -1.791
C 0.142 -0.350 -0.655
C 0.869 0.225 0.510
H 2.408 1.370 0.879
H -2.143 -1.049 2.031
H -0.530 -1.052 -0.254
H 0.074 0.562 1.204
H -0.271 0.139 -2.675
H 0.956 1.072 -1.983
H 1.222 -0.677 1.005
H -2.790 -0.819 0.533
*
```

Kohn-Sham gap = 10.847 eV

---

(3)
Formula: C2H8NO2
Source: OMol25
Level of theory: the ωB97M-V functional and the def2-TZVPD basis

ORCA input file:
```
! wB97M-V def2-TZVPD RIJCOSX def2/J DEFGRID3
* xyz 1 1
O -0.179 -0.110 0.764
O 1.640 -0.116 -0.639
N 1.896 0.173 1.736
C 1.077 -0.037 0.391
C -1.991 -0.045 -1.571
H -2.839 0.416 -2.108
H 2.778 0.797 1.491
H 2.241 -0.781 1.987
H -2.344 -0.795 -0.862
H -1.347 0.709 -1.051
H -0.775 -0.066 -0.139
H 1.374 0.640 2.348
H -1.532 -0.785 -2.347
*
```

Kohn-Sham gap = 12.608 eV

---

(4)
Formula: C2H8NO2
Source: OMol25
Level of theory: the ωB97M-V functional and the def2-TZVPD basis

ORCA input file:
```
! wB97M-V def2-TZVPD RIJCOSX def2/J DEFGRID3
* xyz 1 1
O -0.297 -0.625 -0.295
O 0.977 -2.291 0.111
N -0.929 1.773 0.773
C 0.307 2.292 0.008
C 0.062 -1.711 -0.702
H -0.697 1.535 1.744
H -1.292 0.962 0.243
H 0.945 1.500 -0.402
H 1.041 -3.238 -0.085
H -0.295 -2.222 -1.583
H 0.902 2.782 0.780
H -0.119 3.119 -0.574
H -1.544 2.585 0.822
*
```

Kohn-Sham gap = 11.924 eV

---

(5)
Formula: C2H8NO2
Source: OMol25
Level of theory: the ωB97M-V functional and the def2-TZVPD basis

ORCA input file:
```
! wB97M-V def2-TZVPD RIJCOSX def2/J DEFGRID3
* xyz 1 3
O 1.856 0.846 0.396
O -1.783 -0.294 0.462
N 0.690 -1.036 0.361
C 0.978 0.157 -0.450
C -1.209 0.886 0.119
H 1.406 -1.111 1.039
H 1.485 1.662 0.736
H 0.768 -1.870 -0.214
H 1.157 0.169 -1.455
H -0.277 -1.028 0.823
H -2.518 -0.297 -0.146
H -1.444 1.328 -0.938
H -0.958 1.432 1.039
*
```

Kohn-Sham gap (alpha / beta) = 7.912 / 10.657 eV

---

(6)
Formula: C2H8NO2PS
Source: OMol25
Level of theory: the ωB97M-V functional and the def2-TZVPD basis

ORCA input file:
```
! wB97M-V def2-TZVPD RIJCOSX def2/J DEFGRID3
* xyz 0 1
S 3.872 -0.377 -0.230
P 0.596 -0.300 0.104
O 0.568 -0.863 1.603
O 0.424 1.361 0.368
N -1.084 -0.536 -0.164
C -1.601 -1.918 -0.386
C 1.390 2.365 -0.052
H -1.421 -2.550 0.478
H 1.237 -1.517 1.860
H -1.433 0.108 -0.861
H 2.372 2.105 0.026
H 1.092 3.044 0.666
H -2.650 -1.615 -0.369
H 1.198 2.785 -1.060
H -1.445 -2.425 -1.371
*
```

Kohn-Sham gap (alpha / beta) = 6.434 / 6.306 eV

---

(7)
Formula: C2H8NO2S
Source: OMol25
Level of theory: the ωB97M-V functional and the def2-TZVPD basis

ORCA input file:
```
! wB97M-V def2-TZVPD RIJCOSX def2/J DEFGRID3
* xyz 1 1
S 1.634 -1.241 -1.043
O -3.498 -0.581 -0.205
O -1.244 -0.395 -0.112
N 1.822 1.633 0.251
C 1.444 0.497 0.748
C -2.360 -0.050 0.271
H 1.388 2.062 -0.597
H 0.450 0.139 0.770
H 0.589 -1.213 -1.804
H -2.652 0.670 1.037
H -3.474 -1.225 -0.878
H 1.995 -0.086 1.456
H 2.765 1.966 0.341
H 1.139 -2.175 -0.234
*
```

Kohn-Sham gap (alpha / beta) = 9.794 / 9.794 eV

---

(8)
Formula: C2H8NO3
Source: OMol25
Level of theory: the ωB97M-V functional and the def2-TZVPD basis

ORCA input file:
```
! wB97M-V def2-TZVPD RIJCOSX def2/J DEFGRID3
* xyz 1 1
O 2.837 0.836 -0.209
O 1.015 -0.142 -1.010
O -0.859 1.120 0.485
N -1.482 -1.222 -0.124
C 2.246 -0.114 -0.854
C -1.457 -0.407 0.885
H -2.191 -1.400 -0.829
H -0.238 0.941 -0.292
H 2.339 1.716 -0.007
H 2.943 -0.941 -1.083
H -0.683 -0.604 1.512
H -0.594 -1.701 -0.319
H -2.496 -0.008 1.339
H -1.379 1.925 0.507
*
```

Kohn-Sham gap = 12.247 eV